(1)
Below is a cluster of 2 separate species, C11H16Cl2O3S in total, with properties calculated with ωB97M-V with the def2-TZVPD basis set.

net charge = 0
HOMO level = -9.00 eV
LUMO = 0.0269 hartree

Last column: natural (NBO) charge in e.
Element x y z (Å)
1 C 1.85 -0.59 0.74  -0.30
2 O 1.97 0.86 0.78  -0.69
3 S 1.23 1.56 -0.55  1.72
4 O 1.85 1.03 -1.77  -0.92
5 O -0.32 0.95 -0.43  -0.72
6 C -1.30 1.88 -0.93  -0.11
7 C -2.72 1.35 -0.49  -0.02
8 C -3.87 2.26 -0.30  -0.24
9 C -5.18 1.72 0.09  -0.19
10 C -5.31 0.27 0.33  -0.24
11 C -4.17 -0.62 0.15  0.01
12 C -4.22 -2.18 0.36  -0.64
13 C -2.85 -0.08 -0.27  -0.23
14 H 1.40 -1.03 1.67  0.20
15 H 1.27 -0.98 -0.14  0.20
16 H 2.89 -1.01 0.64  0.20
17 H -1.17 2.94 -0.58  0.20
18 H -1.28 1.81 -2.05  0.20
19 H -3.75 3.37 -0.45  0.22
20 H -6.08 2.38 0.22  0.22
21 H -6.28 -0.17 0.66  0.22
22 H -3.99 -2.65 -0.64  0.22
23 H -5.22 -2.52 0.72  0.22
24 H -3.38 -2.50 1.04  0.23
25 H -2.00 -0.78 -0.43  0.23
26 Cl 4.92 -2.44 0.38  -0.06
27 C 5.60 -0.81 0.15  -0.39
28 C 7.11 -0.82 0.10  -0.39
29 Cl 7.83 -1.23 1.68  -0.06
30 H 5.23 -0.17 0.96  0.23
31 H 5.20 -0.43 -0.79  0.23
32 H 7.48 0.17 -0.17  0.22
33 H 7.48 -1.53 -0.64  0.22



(2)
Below is a cluster of 6 separate species, C11H16Cl3N5 in total, with properties calculated with ωB97M-V with the def2-TZVPD basis set.

net charge = 0
HOMO level = -10.73 eV
structure (SMILES) = ClC(Cl)Cl.CC#N.CC#N.CC#N.CC#N.CC#N
LUMO = 0.0127 hartree

Last column: natural (NBO) charge in e.
Element x y z (Å)
1 Cl 3.24 -5.12 -3.85  -0.02
2 C 2.23 -3.65 -4.19  -0.31
3 Cl 0.84 -4.11 -5.14  0.02
4 Cl 3.17 -2.45 -4.97  0.01
5 H 1.90 -3.20 -3.25  0.28
6 C -0.86 3.01 1.06  -0.75
7 C -1.59 2.52 2.19  0.31
8 N -2.27 2.12 3.05  -0.37
9 H -1.29 2.50 0.14  0.28
10 H 0.15 2.59 1.17  0.26
11 H -0.86 4.06 0.82  0.27
12 C 0.22 -0.30 4.76  -0.72
13 C 0.55 -1.69 5.00  0.28
14 N 0.87 -2.74 5.34  -0.32
15 H 0.58 -0.01 3.77  0.24
16 H 0.61 0.41 5.45  0.26
17 H -0.85 -0.11 4.73  0.27
18 C 2.95 1.07 -3.50  -0.71
19 C 2.62 1.83 -2.24  0.31
20 N 2.27 2.29 -1.25  -0.38
21 H 2.05 0.71 -3.95  0.26
22 H 3.64 0.28 -3.20  0.27
23 H 3.47 1.77 -4.20  0.25
24 C -5.08 0.61 0.91  -0.72
25 C -3.88 0.51 0.04  0.32
26 N -2.90 0.53 -0.57  -0.38
27 H -5.86 1.10 0.30  0.26
28 H -4.95 1.29 1.75  0.27
29 H -5.29 -0.37 1.33  0.26
30 C 0.50 -0.67 0.07  -0.75
31 C 1.21 -1.49 -0.87  0.36
32 N 1.77 -2.18 -1.61  -0.40
33 H -0.31 -1.17 0.60  0.27
34 H 0.06 0.17 -0.46  0.28
35 H 1.08 -0.11 0.77  0.26



(3)
Below is a structure of composition C11H16ClCrMnO3, with properties calculated with ωB97M-V with the def2-TZVPD basis set.

net charge = -1
HOMO level (spin up / spin down) = -3.10 / -4.02 eV
spin multiplicity = 8
LUMO (spin up / spin down) = 0.0786 / 0.0762 hartree

Last column: Löwdin spin population.
Element x y z (Å)
1 Cr 0.36 2.33 -1.09  3.10
2 Cl 0.92 4.32 -1.94  0.05
3 C -0.30 3.11 0.72  0.02
4 C 0.01 1.53 -2.97  -0.01
5 H -0.84 4.04 0.46  0.01
6 H -0.95 2.50 1.37  0.00
7 H 0.60 3.40 1.29  0.01
8 H -0.74 2.20 -3.44  0.00
9 H -0.37 0.50 -2.99  0.00
10 H 0.94 1.61 -3.56  0.01
11 Mn 0.21 0.02 0.51  4.03
12 C 1.84 0.94 -0.35  0.03
13 C -1.20 0.75 -0.51  -0.35
14 H 2.06 1.66 -1.19  0.02
15 H 2.49 1.24 0.48  0.01
16 H 2.20 -0.02 -0.75  0.01
17 H -1.54 0.04 -1.30  -0.01
18 H -2.05 1.14 0.09  -0.01
19 O -1.98 -2.84 3.39  0.00
20 C -0.73 -3.16 3.79  0.00
21 C -0.60 -4.06 4.85  0.00
22 C 0.67 -4.41 5.30  0.00
23 C 1.82 -3.89 4.70  0.00
24 C 1.70 -2.99 3.63  0.00
25 C 0.44 -2.62 3.18  0.00
26 C 0.32 -1.62 2.15  0.02
27 O 1.37 -1.04 1.69  0.05
28 O -0.83 -1.27 1.67  0.00
29 H -1.87 -2.19 2.64  0.00
30 H -1.50 -4.46 5.31  0.00
31 H 0.76 -5.11 6.13  0.00
32 H 2.81 -4.18 5.05  0.00
33 H 2.57 -2.56 3.14  0.00



(4)
Below is a cluster of 2 separate species, C11H16ClN2O4 in total, with properties calculated with ωB97M-V with the def2-TZVPD basis set.

net charge = +1
HOMO level = -13.45 eV
LUMO = -0.2104 hartree

Last column: natural (NBO) charge in e.
Element x y z (Å)
1 C -0.05 3.93 -0.06  -0.64
2 C -0.74 2.67 -0.91  -0.43
3 C -1.72 1.90 0.20  -0.25
4 N -2.52 0.76 -0.40  -0.64
5 C -1.62 -0.46 -0.28  0.47
6 C -1.42 -1.19 1.21  -0.20
7 C -0.38 -2.48 1.24  -0.03
8 C -0.09 -3.23 2.67  0.71
9 O 0.08 -2.43 3.75  -0.48
10 O 0.04 -4.68 2.89  -0.66
11 C 0.36 -2.92 -0.16  -0.01
12 C 1.47 -4.16 -0.27  -0.54
13 C 2.87 -3.43 -0.80  0.53
14 O 3.60 -3.86 -1.83  -0.47
15 Cl 3.34 -1.88 0.18  -0.04
16 C 0.07 -2.09 -1.55  0.07
17 N -0.90 -0.91 -1.54  -0.52
18 H 0.27 4.82 -0.76  0.27
19 H 0.85 3.49 0.55  0.22
20 H -0.88 4.26 0.72  0.20
21 H -1.36 3.06 -1.83  0.23
22 H 0.12 1.94 -1.28  0.20
23 H -0.98 1.56 1.06  0.20
24 H -2.47 2.67 0.68  0.24
25 H -3.36 0.56 0.22  0.40
26 H -2.00 -0.77 2.15  0.31
27 H -0.59 -5.21 2.32  0.51
28 H 1.11 -4.89 -1.14  0.29
29 H 1.62 -4.74 0.74  0.30
30 H 0.63 -2.39 -2.55  0.29
31 H -1.02 -0.40 -2.45  0.47
32 O 1.78 6.48 -0.78  -0.95
33 H 2.42 6.65 -1.49  0.48
34 H 1.50 7.36 -0.50  0.48



(5)
Below is a structure of composition C11H16ClO2RuTi, with properties calculated with ωB97M-V with the def2-TZVPD basis set.

net charge = -1
HOMO level (spin up / spin down) = -1.91 / -4.15 eV
spin multiplicity = 7
LUMO (spin up / spin down) = 0.0856 / 0.0775 hartree

Last column: Löwdin spin population.
Element x y z (Å)
1 Ru 1.25 -1.69 -4.09  3.10
2 Cl 3.30 -2.49 -3.72  0.26
3 C 0.23 -0.11 -4.84  0.20
4 C 0.10 -2.01 -2.49  0.22
5 H -0.43 -0.66 -5.53  0.04
6 H -0.32 0.46 -4.08  0.02
7 H 0.94 0.54 -5.39  0.04
8 H 0.65 -2.99 -2.44  0.03
9 H -0.87 -2.23 -2.98  0.03
10 H -0.02 -1.70 -1.40  0.04
11 Ti -0.23 0.41 -1.10  1.11
12 C -2.17 -0.25 -1.57  0.00
13 C 0.11 2.32 -1.34  0.72
14 H -2.66 0.74 -1.66  0.00
15 H -2.39 -0.85 -2.46  0.01
16 H -2.61 -0.73 -0.67  0.00
17 H -0.56 3.05 -1.80  0.05
18 H 1.12 2.71 -1.08  0.05
19 O 0.81 -0.39 0.48  0.02
20 C -0.09 0.07 1.29  0.02
21 O -1.09 0.66 0.72  0.03
22 C 0.05 0.10 2.73  0.00
23 C -0.64 1.13 3.36  0.00
24 C -0.21 1.53 4.62  0.00
25 C 0.80 0.79 5.26  0.00
26 C 1.34 -0.37 4.67  0.00
27 C 0.98 -0.73 3.38  0.00
28 H -1.41 1.68 2.82  0.00
29 H -0.68 2.42 5.04  0.00
30 H 1.21 1.14 6.21  0.00
31 H 2.11 -0.92 5.22  0.00
32 H 1.37 -1.62 2.86  0.00



(6)
Below is the ion C11H16FN2 with charge +1, with properties calculated with ωB97M-V with the def2-TZVPD basis set.

net charge = +1
HOMO level = -12.53 eV
structure (SMILES) = CN1CC[NH2+]C[C@@]1(F)c1ccccc1
LUMO = -0.1244 hartree

Last column: natural (NBO) charge in e.
Element x y z (Å)
1 C 0.01 -1.93 -1.24  -0.42
2 N 0.81 -0.94 -0.47  -0.47
3 C 2.19 -1.47 -0.10  -0.25
4 C 3.01 -0.35 0.41  -0.27
5 N 2.41 0.38 1.55  -0.53
6 C 1.12 0.95 1.05  -0.26
7 C 0.11 -0.18 0.48  0.53
8 F 0.03 -0.96 1.75  -0.44
9 C -1.17 0.39 -0.01  -0.16
10 C -1.31 0.93 -1.24  -0.18
11 C -2.46 1.54 -1.67  -0.20
12 C -3.58 1.47 -0.86  -0.16
13 C -3.53 0.81 0.39  -0.20
14 C -2.33 0.22 0.72  -0.17
15 H 0.31 -1.68 -2.40  0.22
16 H 0.24 -2.89 -0.87  0.20
17 H -1.05 -1.60 -1.12  0.24
18 H 2.47 -1.99 -1.06  0.26
19 H 2.03 -2.30 0.60  0.21
20 H 3.92 -0.86 0.61  0.25
21 H 3.34 0.35 -0.45  0.25
22 H 2.27 -0.27 2.48  0.48
23 H 3.03 1.21 1.89  0.46
24 H 1.32 1.70 0.21  0.25
25 H 0.65 1.47 1.97  0.25
26 H -0.43 1.06 -1.83  0.21
27 H -2.49 2.19 -2.55  0.23
28 H -4.39 2.05 -1.12  0.22
29 H -4.36 0.87 1.08  0.24
30 H -2.18 -0.17 1.79  0.23



(7)
Below is the ion C11H16N with charge +1, with properties calculated with ωB97M-V with the def2-TZVPD basis set.

net charge = +1
HOMO level = -13.30 eV
structure (SMILES) = CCC#C[C@@H]1C(=[NH2+])CC[C@@H]2C[C@@H]21
LUMO = -0.1523 hartree

Last column: natural (NBO) charge in e.
Element x y z (Å)
1 C 1.51 -0.26 3.75  -0.58
2 C 1.84 0.38 2.39  -0.50
3 C 0.97 -0.14 1.36  0.14
4 C 0.18 -0.62 0.59  -0.14
5 C -0.72 -1.19 -0.37  -0.18
6 C 0.43 -0.92 -1.73  0.53
7 N 1.47 -1.55 -2.34  -0.68
8 C 0.23 0.45 -2.27  -0.54
9 C -0.61 1.44 -1.45  -0.41
10 C -1.99 0.88 -1.20  -0.22
11 C -2.45 0.64 0.19  -0.38
12 C -2.02 -0.53 -0.65  -0.28
13 H 1.62 -1.34 3.70  0.22
14 H 0.49 -0.02 4.04  0.22
15 H 2.19 0.13 4.50  0.23
16 H 2.88 0.15 2.13  0.24
17 H 1.72 1.46 2.44  0.24
18 H -0.81 -2.27 -0.25  0.27
19 H 2.09 -1.02 -2.94  0.42
20 H 1.70 -2.51 -2.13  0.43
21 H -0.28 0.31 -3.23  0.27
22 H 1.19 0.92 -2.51  0.24
23 H -0.11 1.64 -0.50  0.23
24 H -0.69 2.37 -2.00  0.25
25 H -2.73 1.12 -1.95  0.24
26 H -1.81 0.94 1.01  0.23
27 H -3.51 0.74 0.41  0.24
28 H -2.79 -1.20 -1.01  0.25



(8)
Below is the ion C11H16N2O8P with charge +1, with properties calculated with ωB97M-V with the def2-TZVPD basis set.

net charge = +1
HOMO level = -13.17 eV
structure (SMILES) = O=C(O)c1ccncc1[C@@H]1[NH2+][C@H](COP(=O)(O)O)[C@@H](O)[C@@H]1O
LUMO = -0.1206 hartree

Last column: natural (NBO) charge in e.
Element x y z (Å)
1 O -1.05 -2.11 1.32  -0.52
2 C -0.83 -0.96 1.59  0.74
3 O 0.26 -0.55 2.28  -0.69
4 C -1.75 0.04 1.06  -0.14
5 C -3.11 -0.20 1.25  -0.18
6 C -4.06 0.72 0.83  0.06
7 N -3.72 1.91 0.34  -0.37
8 C -2.40 2.21 0.21  0.05
9 C -1.35 1.30 0.47  -0.09
10 C 0.05 1.76 0.12  -0.09
11 N 0.99 0.66 -0.15  -0.58
12 C 2.37 1.23 -0.07  -0.10
13 C 3.40 0.12 0.29  -0.09
14 O 3.48 -0.82 -0.83  -0.79
15 P 2.48 -2.06 -0.88  2.52
16 O 1.36 -1.64 -1.74  -1.16
17 O 1.88 -2.40 0.53  -0.98
18 O 3.20 -3.37 -1.50  -0.92
19 C 2.26 2.34 0.98  0.07
20 O 2.89 3.48 0.44  -0.71
21 C 0.74 2.59 1.25  0.07
22 O 0.39 2.11 2.57  -0.75
23 H 0.11 0.42 2.43  0.52
24 H -3.49 -1.11 1.70  0.25
25 H -5.12 0.44 1.04  0.22
26 H -2.16 3.17 -0.28  0.20
27 H -0.07 2.40 -0.80  0.27
28 H 0.83 0.27 -1.10  0.50
29 H 0.84 -0.07 0.55  0.47
30 H 2.67 1.63 -1.02  0.26
31 H 4.40 0.57 0.48  0.24
32 H 3.09 -0.41 1.25  0.22
33 H 1.25 -3.11 0.35  0.54
34 H 3.47 -3.04 -2.34  0.51
35 H 2.72 1.99 1.92  0.20
36 H 3.07 4.18 1.11  0.50
37 H 0.48 3.63 1.19  0.22
38 H 0.52 2.79 3.25  0.52



(9)
Below is the ion C11H16N3 with charge +1, with properties calculated with ωB97M-V with the def2-TZVPD basis set.

net charge = +1
HOMO level (spin up / spin down) = -12.19 / -12.19 eV
structure (SMILES) = CC(C)=c1cc2c([nH]1)=NC(C(C)C)=[NH+]2
LUMO (spin up / spin down) = -0.1764 / -0.1764 hartree

Last column: natural (NBO) charge in e.
Element x y z (Å)
1 C -2.90 -3.14 1.02  -0.67
2 C -2.42 -1.91 1.64  0.21
3 C -3.13 -1.46 2.86  -0.68
4 C -1.38 -1.32 0.94  0.06
5 C -0.80 -0.04 1.42  -0.10
6 C 0.11 0.32 0.45  0.01
7 C 0.10 -0.70 -0.54  0.39
8 N -0.79 -1.70 -0.25  -0.53
9 N 0.95 -0.61 -1.56  -0.44
10 C 1.64 0.70 -1.13  0.55
11 C 2.56 1.52 -1.91  -0.33
12 C 1.80 2.56 -2.84  -0.56
13 C 3.39 2.46 -1.03  -0.62
14 N 1.11 1.16 0.01  -0.52
15 H -3.80 -3.48 1.36  0.24
16 H -2.93 -3.09 -0.01  0.23
17 H -2.16 -3.94 1.33  0.25
18 H -2.61 -1.77 3.70  0.26
19 H -3.24 -0.42 2.87  0.24
20 H -3.99 -2.05 3.16  0.26
21 H -1.03 0.50 2.34  0.25
22 H -0.81 -2.60 -0.60  0.44
23 H 3.16 0.74 -2.55  0.27
24 H 1.07 3.02 -2.30  0.20
25 H 1.37 1.92 -3.68  0.23
26 H 2.36 3.28 -3.29  0.23
27 H 4.23 1.87 -0.44  0.23
28 H 2.76 3.02 -0.18  0.19
29 H 3.91 3.33 -1.47  0.25
30 H 1.46 1.83 0.66  0.45



(10)
Below is a cluster of 2 separate species, C11H16N3 in total, with properties calculated with ωB97M-V with the def2-TZVPD basis set.

net charge = +1
HOMO level = -12.69 eV
LUMO = -0.1719 hartree

Last column: natural (NBO) charge in e.
Element x y z (Å)
1 C 2.51 1.62 0.86  -0.33
2 C 2.61 1.91 -0.48  -0.01
3 C 1.61 0.52 0.87  -0.03
4 C -1.40 0.05 3.35  -0.35
5 C -2.01 -0.72 2.46  -0.20
6 C -0.65 -2.60 -1.75  0.26
7 C -1.94 -0.36 0.99  -0.08
8 C -1.83 -1.19 0.02  0.27
9 C -2.03 1.18 0.84  -0.61
10 C 1.57 1.00 -2.57  -0.39
11 C -1.71 -2.17 -0.91  -0.43
12 N 0.60 -2.19 -1.65  -0.66
13 N 1.83 1.04 -1.19  -0.15
14 N 1.26 0.17 -0.34  -0.36
15 H 2.95 2.20 1.68  0.26
16 H 3.07 2.69 -0.98  0.22
17 H 1.25 0.06 1.87  0.23
18 H -1.55 0.00 4.41  0.22
19 H -1.06 1.12 3.19  0.20
20 H -2.33 -1.68 2.71  0.23
21 H -1.01 -3.25 -2.48  0.22
22 H -1.00 1.35 0.71  0.24
23 H -2.48 1.72 1.75  0.25
24 H -2.56 1.38 -0.15  0.24
25 H 2.35 1.52 -2.95  0.22
26 H 1.49 0.05 -2.93  0.20
27 H 0.67 1.56 -2.83  0.21
28 H -2.43 -2.88 -1.10  0.23
29 H 1.04 -1.40 -1.12  0.46
30 H 1.17 -2.70 -2.31  0.41



(11)
Below is a structure of composition C11H16N4O2, with properties calculated with ωB97M-V with the def2-TZVPD basis set.

net charge = 0
HOMO level = -8.52 eV
LUMO = -0.0370 hartree

Last column: natural (NBO) charge in e.
Element x y z (Å)
1 C -0.74 5.12 -0.28  -0.36
2 N -0.13 4.14 -1.18  -0.63
3 H 0.83 3.90 -0.90  0.34
4 C -0.85 2.99 -1.46  -0.26
5 C -0.27 2.19 -2.42  -0.35
6 C 1.23 1.61 -1.88  -0.20
7 N 1.04 0.70 -0.80  -0.64
8 C 0.99 -0.81 -1.22  0.70
9 O 1.45 -1.24 -2.26  -0.57
10 C 0.65 -1.68 0.06  -0.14
11 C 0.91 -1.32 1.18  0.00
12 N 0.40 -2.02 2.19  -0.42
13 C -0.23 -3.22 2.20  0.15
14 C -0.09 -3.81 0.76  -0.17
15 C 0.09 -2.95 -0.30  -0.17
16 H 0.24 -3.18 -1.24  0.22
17 H -0.57 -4.71 0.81  0.21
18 C -0.38 -3.97 3.32  -0.06
19 N -0.93 -5.36 3.07  -0.06
20 O -1.12 -5.83 4.30  -0.50
21 H -1.67 -6.69 3.96  0.48
22 H -0.09 -3.48 4.17  0.22
23 H 1.31 -0.36 1.57  0.21
24 H 0.67 0.91 -0.08  0.34
25 H 1.61 0.86 -2.98  0.22
26 H 1.89 2.19 -1.52  0.16
27 H -0.80 1.44 -2.71  0.19
28 H 0.27 2.67 -3.47  0.20
29 H -1.69 3.39 -1.89  0.21
30 H -0.95 2.46 -0.49  0.15
31 H -0.22 5.98 -0.29  0.20
32 H -1.89 5.44 -0.84  0.15
33 H -0.98 4.64 0.63  0.17



(12)
Below is an isolated molecule of C11H16N4O2, with properties calculated with ωB97M-V with the def2-TZVPD basis set.

net charge = 0
HOMO level = -8.84 eV
structure (SMILES) = CNCCCNC(=O)c1ccc(/C=N/O)nc1
LUMO = 0.0019 hartree

Last column: natural (NBO) charge in e.
Element x y z (Å)
1 C 2.73 1.77 -4.26  -0.41
2 N 2.20 1.00 -3.16  -0.63
3 C 1.49 1.78 -2.16  -0.22
4 C 0.01 1.91 -2.56  -0.41
5 C -0.67 0.54 -2.50  -0.24
6 N -0.88 0.11 -1.13  -0.61
7 C -0.22 -0.92 -0.56  0.66
8 O 0.57 -1.63 -1.15  -0.61
9 C -0.57 -1.16 0.87  -0.17
10 C -0.83 -0.13 1.78  -0.17
11 C -1.13 -0.46 3.09  -0.22
12 C -1.15 -1.81 3.46  0.15
13 C -1.46 -2.24 4.81  0.00
14 N -1.74 -1.39 5.71  -0.11
15 O -2.02 -1.91 6.96  -0.55
16 N -0.88 -2.79 2.59  -0.41
17 C -0.59 -2.47 1.35  0.08
18 H 3.25 1.10 -4.94  0.20
19 H 1.91 2.24 -4.80  0.19
20 H 3.43 2.57 -3.94  0.16
21 H 2.94 0.46 -2.72  0.37
22 H 1.92 2.79 -2.04  0.17
23 H 1.55 1.27 -1.20  0.20
24 H -0.49 2.61 -1.89  0.19
25 H -0.06 2.29 -3.57  0.21
26 H -1.63 0.57 -3.02  0.19
27 H -0.02 -0.20 -2.97  0.25
28 H -1.54 0.64 -0.58  0.39
29 H -0.78 0.90 1.48  0.21
30 H -1.33 0.29 3.84  0.24
31 H -1.44 -3.31 5.00  0.20
32 H -2.21 -1.14 7.51  0.48
33 H -0.36 -3.29 0.68  0.21



Calculated DFT total energy in order - -1972.95368; -2083.03574; -3310.09652; -1298.76506; -1983.61012; -637.82097; -483.14402; -1481.42763; -592.69838; -592.61755; -797.80640; -798.22152 Ha